DFT (the ωB97M-V functional and the def2-TZVPD basis) results for a 2-piece molecular cluster, C4H6Cl2O overall in a non-equilibrium geometry.

Geometry as XYZ:
```
13
Properties=species:S:1:pos:R:3:forces:R:3
Cl -1.34755 0.14547 0.84335 -0.0412 -1.4061 -0.5275
Cl -0.51376 2.87068 2.14666 -0.8436 0.7059 1.2591
O 1.45351 1.71113 1.19282 -1.9414 0.4928 -0.3815
C -0.01632 -0.08858 -1.44919 1.3561 -2.4617 -1.7007
C -0.49793 -2.27662 -0.10092 1.1411 2.8796 -1.9468
C 0.30738 2.31243 0.78160 2.6409 -0.6175 -0.5973
C -0.51346 -0.97455 -0.37017 -1.3323 0.8520 1.6289
H 0.09454 -2.78111 -0.82145 0.1964 -1.2024 -0.2943
H 1.39008 1.55456 2.15637 0.4415 0.0643 -0.0332
H -0.85591 -2.63121 0.79409 -0.7950 -1.1235 1.6091
H 0.54728 0.70848 -0.98922 -0.4724 0.6867 -0.3186
H 0.79145 -0.69291 -2.00757 -1.2558 0.7611 0.4440
H -0.83931 0.14224 -2.17638 0.9058 0.3689 0.8589
```
Positions in Å, forces in eV/Å.

Gap between HOMO and LUMO   9.83 eV
LUMO level   0.4183 eV
Energy relative to the best compared isomer or geometry (same formula, charge and spin)   3.291 eV
E_HOMO   -9.4 eV
Multiplicity   1

DFT (the ωB97M-V functional and the def2-TZVPD basis) results for C4H6Cl2OS as an isolated structure in a non-equilibrium geometry.

Geometry as XYZ:
```
14
Properties=species:S:1:pos:R:3:forces:R:3
Cl -0.60098 -0.47759 1.59414 -0.6480 -0.5016 0.4820
Cl -2.38125 -0.57624 -0.83914 1.3893 0.8655 0.7214
S 0.82634 2.27802 -0.01031 -1.1482 -0.9739 -0.3437
O 1.38009 -1.50388 -0.61522 -0.1168 0.3003 0.3789
C 0.15569 0.81507 -0.35379 2.9630 -0.1586 -1.5168
C 1.28322 -0.22102 -1.07687 -1.7728 1.5247 -4.0548
C -1.20088 0.41027 0.18006 -1.1175 1.8316 0.5164
C 2.47931 -1.52457 0.17827 2.9279 -2.1607 3.7842
H -1.77539 1.38930 0.56913 1.2642 -2.4305 -1.0468
H 1.20906 -0.33401 -2.27884 -0.8835 0.7469 2.5355
H 2.86238 -0.12376 0.54038 -0.8782 -4.7212 -0.4972
H 2.29158 0.20666 -1.00304 -0.9133 0.8447 0.0801
H 2.00651 -2.34602 1.30954 2.1164 2.6684 -3.1917
H 3.53764 -2.17288 -0.45138 -3.1826 2.1642 2.1526
```
Positions in Å, forces in eV/Å.

Gap between HOMO and LUMO   8.16 eV
LUMO level   -0.9874 eV
Energy relative to the best compared isomer or geometry (same formula, charge and spin)   6.083 eV
E_HOMO   -9.2 eV
Multiplicity   1

DFT (the ωB97M-V functional and the def2-TZVPD basis) results for an isolated molecule of C4H6Cl2Si in a non-equilibrium geometry.

Geometry as XYZ:
```
13
Properties=species:S:1:pos:R:3:forces:R:3
Cl 2.60068 0.17592 -1.35255 0.5782 -0.3468 -1.2566
Cl 2.15718 1.14988 1.56035 0.3092 0.3960 0.9245
Si 1.18883 0.23912 0.04313 -1.6082 -0.4531 0.8969
C -1.60399 0.38456 -0.61703 1.2271 -0.3638 0.9868
C -0.33903 1.29872 -0.34431 0.0183 -0.3051 -0.8919
C 0.75196 -1.48408 0.69205 1.2363 0.3707 -0.4568
C 0.87296 -2.58934 1.18759 -0.8022 2.7390 -1.1464
H -1.69406 -0.39442 0.22361 -0.5333 1.4802 -1.0784
H 0.51432 -3.39606 1.69820 -0.0834 -2.0798 1.0046
H -0.41659 1.92018 0.59561 -0.2535 -0.3321 -1.2565
H -0.14059 1.92226 -1.30129 -0.2027 -0.6819 1.8501
H -1.41648 -0.21542 -1.49859 0.2095 -0.1759 -0.3158
H -2.47518 0.98868 -0.88677 -0.0953 -0.2474 0.7395
```
Positions in Å, forces in eV/Å.

Gap between HOMO and LUMO   11.48 eV
LUMO level   0.7444 eV
Energy relative to the best compared isomer or geometry (same formula, charge and spin)   1.973 eV
E_HOMO   -10.7 eV
Multiplicity   1

DFT (the ωB97M-V functional and the def2-TZVPD basis) results for a 3-piece molecular cluster, C4H6Cl8O overall.

Geometry as XYZ:
```
19
Properties=species:S:1:pos:R:3:forces:R:3
Cl 0.67779 -2.54824 -0.93182 0.1050 -0.1471 0.1381
Cl -1.03806 -4.78823 -1.61305 0.1202 -0.0751 0.0697
Cl 1.24623 1.17162 -3.29305 -0.0256 0.0528 -0.0883
Cl -1.48206 0.91404 -4.22963 0.0849 0.1565 0.0368
Cl -0.72350 3.16962 -2.57296 0.0342 0.0090 -0.1334
Cl -0.86073 -2.50246 -3.35884 0.0037 -0.1005 0.1658
Cl -2.20454 -2.28592 -0.80354 0.1123 -0.2797 0.0224
Cl -0.85137 0.53643 -1.44654 -0.0509 0.1698 0.0334
O 1.08845 1.94292 3.67122 -0.0852 -0.0982 0.0653
C 0.93329 0.09733 2.07591 0.0380 0.0053 -0.3218
C -0.45100 1.45474 -2.89511 -0.0035 -0.0254 0.0688
C 0.44972 1.46173 2.49330 0.1107 0.4546 -0.1066
C -0.83868 -3.04173 -1.66408 -0.3789 0.2515 -0.2998
H 0.76637 1.42335 4.41410 0.0622 0.0179 0.0346
H 2.01279 0.14555 1.94080 0.0917 -0.1682 0.1566
H 0.51229 -0.15500 1.09842 -0.0973 -0.1211 0.1393
H 0.72542 2.17307 1.71243 -0.0986 0.0618 0.0391
H 0.67438 -0.67809 2.79650 0.0354 -0.0552 -0.0054
H -0.63680 1.50925 2.60593 -0.0582 -0.1087 -0.0144
```
Positions in Å, forces in eV/Å.

Gap between HOMO and LUMO   10.53 eV
LUMO level   0.1522 eV
Energy relative to the best compared isomer or geometry (same formula, charge and spin)   0.000 eV
E_HOMO   -10.4 eV
Multiplicity   1